{
  "formula": "C34H28IN2OPPdS3",
  "method": "wB97M-V/def2-TZVPD",
  "species": ["C", "H", "C", "N", "H", "C", "C", "H", "C", "C", "C", "C", "C", "H", "C", "C", "H", "S", "C", "C", "H", "H", "C", "C", "C", "H", "H", "C", "C", "H", "C", "C", "C", "N", "H", "S", "C", "C", "C", "S", "H", "H", "C", "C", "C", "H", "C", "H", "Pd", "H", "H", "H", "C", "H", "H", "H", "C", "C", "P", "C", "H", "H", "H", "C", "O", "C", "H", "H", "I", "H", "H"],
  "coordinates": [[2.08012, 3.87560, -0.04488], [5.32090, 2.26921, 1.49024], [-2.13095, -2.13063, -2.49476], [2.70605, 2.63432, -0.34622], [1.38304, -2.19144, -4.07461], [0.25165, -1.92318, -2.28546], [-5.25666, -0.82366, 0.55793], [-2.66370, -3.65017, 0.57309], [-0.51623, -3.00127, 0.95298], [4.70092, 3.02842, 1.01737], [2.42131, 5.00077, -0.78043], [-0.72577, -2.40707, -4.42586], [-3.37773, -2.83668, 0.58097], [0.95382, -5.95733, 2.94992], [1.80875, 6.21091, -0.49631], [-0.33869, -2.89541, 2.33197], [-6.70648, -2.38882, 0.83991], [1.24335, 0.61760, 2.67678], [0.85476, 6.28505, 0.51045], [0.53317, -5.13235, 2.39202], [-0.55739, -1.96180, 2.83809], [-4.45711, 2.90335, 0.12101], [1.15061, 3.94340, 0.97847], [3.32761, 0.80015, -1.45362], [0.52741, 5.15448, 1.24466], [-6.80764, 2.18984, 0.28464], [-5.01904, -4.20441, 0.87900], [-2.92600, -1.55201, 0.41702], [-1.98725, -2.37477, -3.85424], [-0.28408, -4.25909, -0.77203], [4.40210, 1.29645, -0.77315], [-6.29506, 0.13911, 0.51420], [-3.64320, 0.95094, 0.28979], [4.05765, 2.44771, -0.14789], [3.93683, 3.31429, 1.73892], [2.42483, -1.33415, 0.98002], [2.21000, 1.63595, -1.16054], [2.72360, -0.25946, 2.29280], [-4.67442, 1.85200, 0.23100], [4.16194, 0.02789, 3.03426], [0.96078, 3.06116, 1.57689], [6.54045, 1.44668, -0.69139], [-4.73284, -3.17016, 0.74828], [-5.65213, -2.17631, 0.72773], [0.39505, -2.18184, -3.63615], [-0.20353, 5.21499, 2.03869], [-6.01957, 1.45338, 0.33360], [3.29219, -0.10702, -2.02877], [0.46604, 0.12965, 0.48959], [0.32577, -3.86400, 4.11330], [5.29543, 3.89833, 0.74250], [-7.31332, -0.20795, 0.61891], [5.75241, 0.70396, -0.58027], [0.37304, 7.22860, 0.72529], [3.15046, 4.91296, -1.57460], [2.06861, 7.09180, -1.06708], [-0.16231, -4.17348, 0.30081], [-1.01384, -1.90836, -1.69616], [-1.11310, -1.53036, 0.08326], [-3.88241, -0.46333, 0.42423], [-0.61433, -2.59651, -5.48409], [1.13393, -1.72236, -1.68203], [-3.12432, -2.10837, -2.06668], [0.36964, -5.23665, 1.02162], [1.00174, 1.55651, -1.47680], [0.17398, -3.95938, 3.04808], [0.65945, -6.14095, 0.50401], [-2.86580, -2.53734, -4.46239], [-1.80451, 1.91988, 0.24087], [5.90904, -0.08326, -1.31370], [5.82097, 0.25602, 0.41495]],
  "mulliken_charge": [-0.644, 0.372, -0.421, 1.200, 0.435, -0.030, 0.937, 0.470, 0.141, -1.017, -0.084, -0.594, -0.232, 0.387, -0.729, -0.525, 0.378, -0.413, -0.408, -0.462, 0.368, 0.388, 0.046, -0.895, -0.994, 0.395, 0.453, 0.548, -0.664, 0.475, 0.819, -0.818, 0.139, 0.061, 0.308, -0.419, 0.039, 0.230, -0.738, -0.264, 0.652, 0.375, -1.284, -0.822, -0.773, 0.452, -0.855, 0.514, -0.030, 0.420, 0.307, 0.360, -1.594, 0.403, 0.472, 0.399, 0.113, 0.804, 1.383, 0.216, 0.373, 0.093, 0.325, -0.820, -0.717, -0.761, 0.416, 0.422, 0.241, 0.397, 0.280],
  "gap_ev": [6.5, 6.3],
  "energy_ev": -94115.0444,
  "e_lumo_ev": [-0.2, -1.1],
  "multiplicity": 3
}